Formula: C9H10BrIN3O3
Source: the Open Molecules 2025 dataset
Level of theory: ωB97M-V with the def2-TZVPD basis set

Geometry as XYZ:
```
27
C9H10BrIN3O3, DFT ωB97M-V with the def2-TZVPD basis set
C 3.28883 -0.03730 -0.09913
C 2.18309 0.51164 0.84721
C 1.17241 -0.54507 1.35669
I 2.17439 -2.41879 1.83602
N 0.20611 -0.81845 0.21358
N 0.51867 -1.80343 -0.58138
C -0.30736 -2.03137 -1.56255
C -1.49964 -1.31202 -1.79984
C -1.76442 -0.27724 -0.92523
O -2.88273 0.48211 -1.06533
N -4.12725 -0.25698 -0.81130
O -4.12590 -0.77072 0.21521
C -0.84426 -0.01924 0.12765
C -1.17711 1.15047 1.03185
C -1.29327 2.51198 0.26845
O -1.91215 3.37352 0.80040
Br -0.40964 2.76717 -1.44738
H 4.23712 -0.20632 0.42437
H 2.99646 -0.94607 -0.63735
H 3.47052 0.73061 -0.86687
H 1.60694 1.28029 0.30118
H 2.69022 1.03184 1.66906
H 0.64621 -0.27775 2.27076
H -0.05008 -2.83455 -2.25441
H -2.16074 -1.56414 -2.62606
H -0.47066 1.33083 1.84586
H -2.16574 0.94896 1.46854
```

Computed properties:
Frontier orbital gap = 7.9 eV
Net charge = +1
Highest occupied orbital energy = -0.4761 hartree
E_tot = -98239.928 eV
Structure (SMILES) = CC[C@H](I)[n+]1nccc(ON=O)c1CC(=O)Br

---

Formula: C19H11Cl3N6O
Source: the Open Molecules 2025 dataset
Level of theory: ωB97M-V with the def2-TZVPD basis set

Geometry as XYZ:
```
40
C19H11Cl3N6O, DFT ωB97M-V with the def2-TZVPD basis set
Cl 2.72450 -8.25808 1.97934
C 1.83234 -6.78822 1.70490
C 0.97612 -6.36205 2.64875
C 0.50557 -5.04677 2.62461
C 0.74470 -4.16465 1.52983
C 0.19859 -2.76614 1.62511
C -0.53613 -2.28819 2.69751
N -0.73154 -0.91413 2.47829
C -1.39999 -0.03957 3.32331
C -1.44791 1.37051 3.09704
C -0.76642 1.76600 1.79200
C -0.14763 0.92744 0.88737
C 0.34817 1.47989 -0.44603
O -0.34589 2.68005 -0.87936
C -0.01233 3.00481 -2.16280
N 0.86200 2.47739 -3.00298
N 0.92410 3.18044 -4.14986
C 0.02071 4.11346 -4.06184
C -0.32661 5.17804 -4.99860
C -1.26962 6.12900 -4.58239
C -1.94326 6.07709 -3.29375
Cl -3.00230 7.40867 -2.87275
N -1.52974 5.22057 -2.37478
N -0.64228 4.13714 -2.86427
C -0.03722 -0.48587 1.31668
N 0.44477 -1.62392 0.78275
C 1.55986 -4.63589 0.40615
Cl 2.00384 -3.74874 -1.00568
C 2.12015 -5.93698 0.55610
H 0.62744 -7.10109 3.46925
H 0.04698 -4.75193 3.59065
H -0.71988 -2.94856 3.57207
H -1.62784 -0.24035 4.39630
H -1.81695 2.03317 3.77066
H -0.75959 2.72351 1.39122
H 0.31699 0.68428 -1.21192
H 1.39337 1.66698 -0.34928
H 0.10233 5.09648 -6.02127
H -1.56854 6.95992 -5.23864
H 2.87914 -6.21370 -0.12365
```

Computed properties:
Frontier orbital gap = 7.6 eV
Highest occupied orbital energy = -0.3046 hartree
E_tot = -68431.979 eV
Structure (SMILES) = Clc1ccc(-c2cn3cccc(COc4nnc5ccc(Cl)nn45)c3n2)c(Cl)c1

---

Formula: C43H37F3GeMoN3O2
Source: the Open Molecules 2025 dataset
Level of theory: ωB97M-V with the def2-TZVPD basis set

Geometry as XYZ:
```
90
C43H37F3GeMoN3O2, DFT ωB97M-V with the def2-TZVPD basis set
Mo -0.16827 1.58005 0.39581
C 1.21593 1.62101 -4.07150
C 1.02609 0.54665 -3.00498
C 2.27211 0.32693 -2.19471
C 3.26473 -0.51628 -2.68572
C 4.46178 -0.67740 -2.01358
C 4.68646 0.00067 -0.82772
C 3.72666 0.85391 -0.29597
C 3.96986 1.50373 1.04087
C 3.57160 0.57554 2.18333
C 2.52623 1.00597 -1.00231
N 1.55228 1.94333 -0.52761
C 1.85956 3.25262 -0.75824
C 1.02101 4.25766 -0.38555
C 1.05470 5.67729 -0.58906
C -0.13215 6.15509 -0.12080
C -0.86140 5.02211 0.36435
N -0.18657 3.90701 0.21975
H 0.31924 1.73631 -4.67987
H 2.04570 1.36865 -4.73152
H 1.44220 2.58685 -3.61500
H 0.74092 -0.39907 -3.47062
H 0.18573 0.82030 -2.36140
H 3.08858 -1.04767 -3.61293
H 5.22246 -1.33268 -2.41524
H 5.61983 -0.13299 -0.29583
H 3.43401 2.45053 1.13738
H 5.03247 1.74431 1.12223
H 2.52351 0.28939 2.10125
H 3.71517 1.06235 3.14774
H 4.17106 -0.33441 2.16128
H 2.78218 3.45512 -1.29434
H 1.86255 6.23696 -1.03083
H -0.46950 7.17737 -0.10638
H -1.84677 5.02710 0.80998
F 0.54068 2.13131 4.97869
C -0.61104 2.33184 4.35212
F -1.55074 1.57175 4.91113
F -0.96180 3.61541 4.49195
C -0.48655 2.00944 2.85343
O -1.50880 1.83253 2.15999
O 0.64403 1.95394 2.31606
N -2.02468 1.63735 -0.65422
C -3.16306 1.74231 -0.73763
C -4.56920 1.86702 -0.82667
C -5.17660 1.94804 -2.08349
C -6.55358 2.05996 -2.14277
C -7.29946 2.08821 -0.97194
C -6.68471 2.00620 0.27051
C -5.31002 1.89319 0.35731
H -4.57944 1.92478 -2.98357
H -7.04713 2.12460 -3.10206
H -8.37574 2.17597 -1.02912
H -7.27934 2.02828 1.17234
H -4.81093 1.82604 1.31370
C -0.05128 -0.12651 0.42289
Ge 0.04010 -2.11067 0.41651
C -0.50344 -2.60252 2.22640
C -0.13672 -3.84403 2.73962
C -0.51430 -4.22117 4.01865
C -1.25505 -3.35352 4.80635
C -1.62158 -2.11160 4.31011
C -1.25043 -1.74208 3.02607
C -1.18851 -2.70458 -0.98523
C -1.82689 -1.81555 -1.84204
C -2.68290 -2.27130 -2.83307
C -2.91335 -3.63013 -2.97758
C -2.28607 -4.52895 -2.12784
C -1.43069 -4.06707 -1.14037
C 1.84944 -2.73203 0.07664
C 2.16078 -3.40548 -1.09884
C 3.42133 -3.95145 -1.28724
C 4.38395 -3.82634 -0.29764
C 4.08375 -3.15595 0.87964
C 2.82075 -2.61900 1.06659
H 0.46591 -4.52392 2.14617
H -0.22355 -5.18944 4.40424
H -1.54214 -3.64406 5.80809
H -2.19511 -1.42898 4.92386
H -1.55616 -0.77088 2.64687
H -1.65446 -0.75319 -1.74108
H -3.16753 -1.56722 -3.49807
H -3.57959 -3.98989 -3.75036
H -2.46399 -5.59055 -2.23447
H -0.94906 -4.78560 -0.48561
H 1.41201 -3.51498 -1.87680
H 3.64874 -4.47980 -2.20405
H 5.36554 -4.25981 -0.43845
H 4.83069 -3.06653 1.65861
H 2.58798 -2.12768 2.00340
```

Computed properties:
Frontier orbital gap = 6.7 eV
Net charge = +1
Highest occupied orbital energy = -0.4047 hartree
E_tot = -120275.926 eV

---

Formula: C29H56AsAuN4O5Si2Te
Source: the Open Molecules 2025 dataset
Level of theory: ωB97M-V with the def2-TZVPD basis set

Geometry as XYZ:
```
99
C29H56AsAuN4O5Si2Te, DFT ωB97M-V with the def2-TZVPD basis set
Au 1.13709 0.26981 0.57925
C 5.55279 -1.62919 1.06855
C 5.60189 -1.97799 -0.41225
C 4.86369 -0.93659 -1.27985
C 4.81989 -1.41999 -2.74865
C 4.15939 -0.44919 -3.71905
C 5.61729 0.38591 -1.24865
O 6.80339 0.46801 -1.37965
N 4.84099 1.53621 -1.11125
C 3.51889 1.56771 -0.78275
O 2.91419 2.63331 -0.65275
N 2.89969 0.39051 -0.58835
C 3.43499 -0.83609 -0.76825
O 2.75319 -1.80939 -0.52555
H 6.09789 -2.36919 1.64575
H 4.52559 -1.61679 1.42755
H 6.00289 -0.65669 1.24905
H 5.15149 -2.95779 -0.57615
H 6.63869 -2.01249 -0.74875
H 4.29479 -2.37619 -2.77095
H 5.85319 -1.58909 -3.05445
H 3.11329 -0.27759 -3.46765
H 4.19879 -0.87499 -4.71805
H 4.67749 0.50661 -3.74225
H 5.32099 2.43111 -1.17315
C -3.11961 -6.73329 -0.37465
C -2.27331 -5.87989 0.56455
N -3.01721 -4.81459 1.20395
C -4.07011 -5.19359 2.13235
C -5.45821 -4.92459 1.55785
C -2.71051 -3.51449 1.13685
O -3.16141 -2.66769 1.89835
C -1.75961 -3.04459 0.07265
C -1.85831 -3.30949 -1.28925
C -0.98811 -2.67419 -2.16395
C -0.09301 -1.74679 -1.65755
N -0.02701 -1.49509 -0.36175
C -0.79971 -2.12919 0.48975
H -2.47371 -7.44879 -0.87345
H -3.61711 -6.12709 -1.12785
H -3.86881 -7.28839 0.18175
H -1.42501 -5.44549 0.03355
H -1.87661 -6.51699 1.36515
H -3.94221 -4.59269 3.03865
H -3.94641 -6.25139 2.36575
H -5.56401 -3.87429 1.29435
H -6.20781 -5.16759 2.30475
H -5.63601 -5.53109 0.67455
H -2.60691 -3.98649 -1.67025
H -1.01031 -2.88029 -3.22105
H 0.58679 -1.19959 -2.29305
H -0.68551 -1.88769 1.53565
C -1.01511 -1.08159 4.80655
As -1.06571 0.46301 3.64505
C -0.58421 2.01951 4.70535
C -2.88681 0.64731 3.00485
O 0.01119 0.29711 2.40445
H -1.55501 -0.83719 5.72095
H 0.01569 -1.33749 5.05635
H -1.49981 -1.92429 4.31255
H -1.32541 2.13491 5.49595
H -0.55591 2.92081 4.09135
H 0.39709 1.85311 5.15365
H -3.49371 1.02051 3.82725
H -3.25181 -0.33169 2.68525
H -2.93301 1.34961 2.17155
C 1.21919 5.68121 -0.95005
Si 0.82249 5.16841 0.84235
C 2.33859 4.72941 1.89555
C -0.29631 6.49881 1.64375
C -0.29841 3.59891 0.71145
Te 0.28299 2.39901 -0.94395
C -1.67941 1.59311 -1.19535
Si -2.21881 2.28621 -2.92075
C -2.11561 4.18391 -2.83835
C -0.94041 1.57471 -4.14435
C -3.97991 1.63161 -3.21975
H 1.90719 6.51861 -0.98635
H 0.32409 5.97671 -1.49145
H 1.68329 4.83941 -1.46645
H 3.02159 5.57041 1.94445
H 2.87419 3.89221 1.45975
H 2.06849 4.47031 2.91615
H 0.28309 7.39651 1.81805
H -0.68961 6.16821 2.59885
H -1.13301 6.76521 1.00625
H -1.33781 3.87531 0.54605
H -0.23511 2.96021 1.58965
H -2.34581 1.89851 -0.39625
H -1.65851 0.50851 -1.22845
H -1.12571 4.50801 -2.51925
H -2.84881 4.60941 -2.15915
H -2.30641 4.61411 -3.81605
H 0.08109 1.72781 -3.79005
H -1.02311 2.05961 -5.11165
H -1.08811 0.51021 -4.31115
H -4.69371 2.05231 -2.51815
H -4.03651 0.54951 -3.14865
H -4.29511 1.91581 -4.21715
```

Computed properties:
Frontier orbital gap (spin up / spin down) = 5.1 / 5.1 eV
Net charge = +2
Highest occupied orbital energy (spin up / spin down) = -0.5043 / -0.5042 hartree
E_tot = -134747.223 eV